Entry from the Open Molecules 2025 dataset: C22H25N3O3S in the gas phase (wB97M-V/def2-TZVPD).

Structure (ORCA input):
```
! RIJCOSX wB97M-V def2-TZVPD def2/J DEFGRID3
* xyz 0 1
C 4.019 0.411 -0.365
C 3.246 -0.885 -0.598
O 2.725 -1.485 0.566
C 3.663 -2.083 1.445
C 3.974 -1.220 2.675
C 2.770 -1.111 3.615
N 1.582 -0.682 2.893
C 1.479 0.628 2.536
S 2.529 1.801 3.030
N 0.436 0.989 1.741
C -0.470 0.106 1.219
C -1.460 0.515 0.330
C -2.333 -0.417 -0.204
C -3.308 0.090 -1.220
O -3.827 1.184 -1.133
N -3.544 -0.770 -2.245
C -4.109 -0.292 -3.484
C -2.998 0.044 -4.498
C -2.019 0.995 -3.869
C -2.280 2.359 -3.842
C -1.425 3.226 -3.187
C -0.298 2.740 -2.545
C -0.027 1.384 -2.570
C -0.883 0.518 -3.227
C -2.254 -1.758 0.179
C -1.289 -2.159 1.077
C -0.379 -1.238 1.594
C 0.688 -1.677 2.499
O 0.806 -2.815 2.896
H 3.438 1.097 0.247
H 4.966 0.216 0.133
H 4.225 0.885 -1.321
H 2.361 -0.686 -1.212
H 3.884 -1.603 -1.137
H 3.211 -3.025 1.774
H 4.591 -2.312 0.907
H 4.800 -1.672 3.224
H 4.273 -0.221 2.360
H 2.536 -2.084 4.048
H 2.978 -0.389 4.408
H 0.381 1.969 1.494
H -1.547 1.549 0.034
H -2.971 -1.597 -2.307
H -4.677 0.608 -3.240
H -4.784 -1.049 -3.894
H -2.490 -0.877 -4.795
H -3.455 0.489 -5.382
H -3.163 2.741 -4.331
H -1.642 4.284 -3.170
H 0.367 3.417 -2.029
H 0.850 0.996 -2.070
H -0.661 -0.541 -3.242
H -2.962 -2.475 -0.207
H -1.205 -3.187 1.394
*
```

Values from the calculation:
- energy relative to the best compared isomer or geometry (same formula, charge and spin) (eV) = 0.196
- HOMO energy (hartree) = -0.310
- structure (SMILES) = CCOCCCn1c(=S)[nH]c2cc(C(=O)NCCc3ccccc3)ccc2c1=O
- lowest unoccupied orbital energy (eV) = -0.01

Atomic partial charges in e from the Löwdin method, atoms 1 to 4: C -0.068; C -0.258; O -0.166; C -0.191